Entry from OMol25: a cluster of 2 separate species, CH2N3O3 in total at a distorted geometry (ωB97M-V/def2-TZVPD).

Computed properties:
highest occupied orbital energy (spin up / spin down)	-2.799 / -2.815	eV
net charge	-1
energy above the lowest of the compared OMol25 structures with the same formula, charge and spin	8.547	eV

Element x y z (Å)
O: 2.062 0.074 0.922
O: -0.674 -2.251 -0.748
O: -2.106 2.050 0.513
N: 1.275 0.159 -0.224
N: -0.813 -1.017 -0.660
N: -1.640 1.164 -0.357
C: -1.484 -0.066 -0.289
H: 1.581 -0.595 -0.907
H: 1.799 0.483 1.749